An isolated ion of composition C3H8NO and charge +1. Source: the Open Molecules 2025 dataset; level of theory: ωB97M-V/def2-TZVPD.

Geometry as XYZ:
```
13
Properties=species:S:1:pos:R:3:forces:R:3
C 1.580 1.156 0.116 -4.32 -1.84 1.07
C 0.246 -1.155 -0.131 1.86 -2.07 -1.31
C 0.182 0.280 -0.009 -1.58 1.52 -0.25
N -2.175 0.043 0.145 0.10 1.23 2.81
O -1.027 0.817 0.132 2.73 0.39 -0.59
H 1.401 1.546 1.103 0.50 0.31 0.70
H 1.289 -1.485 -0.012 -0.34 0.14 0.40
H 0.061 -1.665 -1.112 -0.13 1.29 -0.11
H -0.397 -1.807 0.431 -0.58 0.39 1.13
H 1.744 1.970 -0.526 -0.23 0.81 -1.24
H 2.322 0.410 0.101 1.02 -0.58 -0.03
H -3.035 0.575 0.232 0.72 0.58 -0.18
H -2.192 -0.683 -0.469 0.24 -2.18 -2.39
```
Positions in Å, forces in eV/Å.

The charge is +1. The multiplicity is 1. For the frontier orbital gap, the calculation gives 0.361 hartree. As for the relative energy (zero: lowest compared OMol25 entry of this formula, charge and spin): 76.9 kcal per mole. As for the total energy: -6767.83381 eV. Its LUMO energy is -5.51 eV.

Here are the Löwdin charges for atoms 1 to 2, given in e: atom 1 (C): 0.107, atom 2 (C): -0.009